Record 1
Entry from OMol25: a molecular structure, C33H46As3ClFNO3SY in a non-equilibrium geometry (ωB97M-V with the def2-TZVPD basis set).

Structure (XYZ):
```
90
Properties=species:S:1:pos:R:3:forces:R:3
Y 0.787343 -0.930850 -0.084414 -0.122 -1.332 -0.487
C 2.431467 3.026082 -0.887299 1.452 0.306 -0.648
As 2.175519 1.293756 -1.815613 0.058 0.873 -0.820
C 3.976143 0.777398 -2.434283 -1.425 -0.031 -1.549
C 1.534965 2.214301 -3.508196 -1.047 0.160 0.836
C 0.026461 2.044396 -3.928278 0.669 -0.356 2.362
C -0.705022 2.487628 -2.620300 -0.047 0.491 0.657
C -0.295983 0.564876 -4.259737 -0.991 1.171 1.288
As -0.640581 -0.661446 -2.734516 -0.277 -0.316 -0.326
C -0.285445 -2.296057 -3.761304 -0.993 -0.331 2.541
C -2.620847 -0.751642 -2.627368 1.309 -1.061 -0.960
C -0.202745 3.010076 -5.074816 -0.072 -0.361 0.730
As -1.910623 3.385358 -5.931747 -0.744 -0.281 -1.593
C -3.390587 3.495086 -4.651886 1.377 0.898 1.735
C -2.336855 1.640983 -6.793810 -0.102 -0.739 1.298
H 3.426057 3.508221 -1.142851 -1.116 -0.632 0.029
H 2.412274 2.958733 0.183710 -0.244 -0.193 0.445
H 1.638481 3.672211 -1.255287 -0.015 0.051 0.191
H 4.390093 1.566892 -3.059949 0.160 0.018 0.233
H 3.913380 -0.144394 -3.033644 -0.300 0.359 0.049
H 4.572738 0.511612 -1.626284 1.191 -0.066 1.582
H 2.200225 1.951401 -4.278376 0.805 -0.655 -1.245
H 1.683984 3.294753 -3.376211 0.108 -0.262 0.254
H -0.227655 1.989916 -1.742534 -0.285 0.396 -0.621
H -1.775488 2.277392 -2.476279 0.194 -0.108 -0.641
H -0.600716 3.590768 -2.448116 0.050 -0.809 -0.250
H 0.422833 0.089480 -4.879636 0.760 -0.324 -0.614
H -1.245671 0.578675 -4.757988 -0.474 -0.222 -0.527
H -0.832601 -2.377447 -4.652287 -0.593 0.151 -1.356
H -0.514805 -3.170444 -3.127384 -0.042 0.379 -0.176
H 0.752333 -2.309983 -3.858154 1.750 -0.083 -0.616
H -2.886042 -1.392339 -3.461520 -0.296 -0.147 -0.080
H -3.107598 0.164520 -2.766003 -0.562 1.515 -0.059
H -2.934011 -1.216091 -1.718496 -0.088 -0.273 0.684
H 0.499014 2.668668 -5.832725 -0.160 0.421 -0.629
H 0.079543 4.016296 -4.751950 0.349 -0.127 -0.015
H -3.380420 2.815080 -3.804595 -0.131 -0.558 -0.256
H -4.330865 3.486599 -5.154291 -0.544 -0.085 -0.505
H -3.265482 4.475998 -4.142590 -0.256 -0.317 -0.523
H -1.424560 1.104273 -6.993305 0.606 -0.048 -0.120
H -2.789374 1.794848 -7.750862 -0.581 0.192 -0.393
H -2.932163 0.922656 -6.165823 0.206 0.889 -0.572
N -1.825945 1.819956 0.721570 0.373 -0.910 -0.193
C -1.156036 0.945410 0.358859 -0.137 0.595 0.230
H -2.473950 2.442450 1.149534 -0.152 0.320 0.057
Cl 3.431350 4.715063 5.836939 -0.055 -0.268 -0.769
C 2.954290 3.505776 4.642462 1.699 1.063 0.391
C 3.634902 3.350706 3.447270 0.395 0.792 0.412
C 3.289011 2.325266 2.585493 0.142 0.275 0.919
C 2.286093 1.458863 2.936823 -1.449 -0.487 0.328
C 1.593558 1.687127 4.151992 -0.494 -2.659 -0.952
C 1.987933 2.639223 5.021219 -2.188 0.996 1.962
C 1.843269 0.357214 2.000206 -0.691 -0.238 1.363
O 2.450993 0.153871 0.911432 0.916 0.554 -0.119
O 0.823454 -0.359427 2.280979 0.508 0.642 -0.442
H 4.450783 4.038658 3.255036 -0.064 -0.146 -0.258
H 3.843723 2.168050 1.708076 0.584 -0.155 -1.081
H 0.813495 0.971577 4.472488 0.457 0.540 -0.510
H 1.406714 2.870086 5.959925 0.849 -0.636 -1.030
O -0.929332 -2.415442 0.374372 0.376 0.362 -0.308
S -1.758810 -3.653427 0.657469 0.799 0.131 0.750
C -0.883069 -4.561303 2.017493 1.467 -1.182 -1.933
C 0.357189 -3.964758 2.580174 -0.201 -0.627 -0.357
C 0.298494 -3.390962 3.802741 -0.169 1.377 1.587
C 1.377064 -2.842176 4.464790 0.362 -0.153 -0.149
C 2.623375 -3.006680 3.897362 -0.338 0.464 -0.218
C 2.717746 -3.599884 2.647153 0.266 -0.941 0.414
C 1.603032 -4.154210 2.030152 1.007 0.117 -2.507
C -3.105381 -2.981871 1.644144 1.002 1.556 0.885
C -2.740403 -2.425945 3.050441 -0.793 -0.828 0.193
C -3.180423 -3.127232 4.230241 0.378 1.000 -3.138
C -2.847702 -2.687420 5.451094 -0.385 -1.378 2.646
C -2.093195 -1.575038 5.669040 1.437 1.387 -0.399
C -1.678038 -0.848297 4.558188 0.047 -0.650 -0.797
C -1.985920 -1.284681 3.227295 -0.214 0.469 1.371
H -0.588500 -5.567422 1.648576 -0.524 0.604 -0.266
H -1.609101 -4.702530 2.744339 -1.338 -0.233 1.458
H -0.623156 -3.280738 4.300131 -1.057 -0.054 0.296
H 1.233980 -2.276513 5.381045 0.043 -0.323 0.009
H 3.489734 -2.638270 4.404275 0.486 0.158 0.087
H 3.702234 -3.790446 2.258433 0.153 0.104 -0.383
H 1.731063 -4.638046 1.006701 -0.220 0.565 1.493
H -3.791972 -3.771035 1.724773 -1.198 -1.087 0.144
H -3.498791 -2.224978 0.952662 -0.112 -0.051 0.349
H -3.769817 -3.990675 4.113249 -0.634 -1.047 -0.105
H -3.097340 -3.297701 6.332975 -0.165 0.271 -0.514
H -1.699846 -1.345155 6.672105 -0.497 0.085 -0.579
H -0.995208 -0.030188 4.714789 -0.083 0.285 -0.217
H -1.642024 -0.732940 2.369098 0.195 0.104 0.054
F 1.743766 -2.412144 -1.178605 -0.316 0.684 0.491
```
Positions in Å, forces in eV/Å.

The HOMO energy comes out at -10.30 eV. The spin multiplicity is 1. The total charge is +1. The frontier orbital gap is 8.132 eV.

Record 2
Entry from OMol25: a molecular structure, C15H22O12 in a non-equilibrium geometry (ωB97M-V with the def2-TZVPD basis set).

Structure (XYZ):
```
49
Properties=species:S:1:pos:R:3:forces:R:3
C 11.370270 13.549700 -14.626950 -2.796 -4.587 0.021
C 11.753220 14.758780 -15.195930 -0.018 4.960 2.156
O 12.030170 14.592470 -16.510650 1.216 -1.703 -3.038
C 11.924940 13.213410 -16.764590 0.191 0.800 -0.816
O 12.276940 12.610860 -17.788740 -6.995 -4.444 10.276
O 11.296150 12.702430 -15.761750 -0.028 -2.640 -0.484
H 10.377840 13.614400 -14.180860 0.127 -0.599 0.219
H 12.145940 13.313580 -13.898470 -1.616 -3.058 -2.818
H 12.547670 14.985890 -14.485030 1.021 1.434 -1.633
H 10.967970 15.481070 -14.972840 0.081 0.632 -0.928
C 13.702160 13.693820 -18.632340 5.148 2.308 -5.300
C 14.792710 12.610650 -18.685840 -3.019 0.742 0.317
C 14.901170 11.887820 -20.055570 -2.436 -2.457 2.377
O 16.023520 12.391040 -20.568450 0.908 0.044 -4.557
C 16.645490 13.117730 -19.711820 4.913 1.518 -2.954
O 17.725240 13.596940 -19.926280 0.519 0.254 -0.081
O 15.993290 13.241980 -18.680600 0.354 2.138 5.967
H 12.746120 13.171350 -18.665600 2.435 3.162 -3.175
H 13.733550 14.169050 -19.612770 0.950 1.041 -0.185
H 13.882030 14.390330 -17.813420 -0.256 -0.137 -0.261
H 14.745270 12.085780 -17.731710 -0.050 -0.981 -0.400
H 13.984890 12.037160 -20.626740 0.258 0.020 -0.347
H 15.179790 10.839030 -19.953040 -1.120 -0.539 0.221
C 14.340070 17.625900 -11.145510 1.751 2.037 0.366
C 13.724590 16.370440 -10.718490 -1.251 1.016 2.183
C 12.189210 16.548720 -10.383060 0.758 -1.209 -1.917
O 11.634100 15.479290 -11.241220 1.789 -1.029 -0.370
C 12.672560 14.860760 -11.986210 -0.935 3.420 -0.201
O 12.468150 14.125710 -12.913090 2.249 2.293 6.848
O 13.848990 15.536050 -11.826780 -1.864 -2.463 0.062
H 15.417670 17.536900 -11.283210 0.023 -0.482 -0.518
H 14.362520 18.435350 -10.415860 -0.744 -0.072 0.340
H 13.892840 18.015320 -12.060080 -0.048 -0.157 0.005
H 14.119300 15.900530 -9.817660 0.744 0.005 -0.241
H 11.832920 17.517740 -10.732570 -0.213 -0.168 -0.108
H 11.885110 16.386200 -9.349040 0.266 -0.176 -0.155
C 9.901490 11.715240 -18.409420 -1.024 -1.119 -2.117
C 9.438130 10.317600 -17.959850 -2.045 2.048 -1.502
C 10.389560 9.241540 -17.664670 2.738 0.180 -0.874
O 9.904430 8.742650 -16.479780 1.159 -2.170 1.623
C 9.093760 9.599510 -15.894310 -2.175 0.059 1.985
O 8.645490 9.532110 -14.778150 0.869 -0.268 -0.608
O 8.690680 10.494810 -16.769320 0.087 0.917 0.459
H 10.637850 12.292010 -17.849750 -1.669 -1.427 -0.506
H 9.076030 12.326930 -18.773490 -0.632 0.049 0.965
H 10.265320 11.531120 -19.420270 1.116 -0.047 -0.127
H 8.699690 9.840970 -18.604550 -0.088 0.719 -0.863
H 11.404190 9.634380 -17.599140 0.277 0.235 0.812
H 10.556860 8.453400 -18.398810 -0.926 -0.097 -0.120
```
Positions in Å, forces in eV/Å.

The HOMO energy comes out at -7.83 eV. The spin multiplicity is 1. The frontier orbital gap is 7.833 eV.

Record 3
Entry from OMol25: C4H6ClNS in the gas phase in a non-equilibrium geometry (ωB97M-V with the def2-TZVPD basis set).

Structure (XYZ):
```
13
Properties=species:S:1:pos:R:3:forces:R:3
C 2.872297 0.780498 0.215445 1.986 -0.328 -1.083
N 1.682056 0.425605 0.352003 -0.796 -0.026 0.234
S 1.070934 -0.938982 -0.428497 -0.179 0.264 -0.381
C -0.420352 -1.047122 0.487251 -2.999 -1.480 1.708
C -1.831408 -1.360852 -0.107674 -0.231 2.099 0.783
C -1.644291 0.044359 0.567292 1.874 -3.272 3.435
Cl -1.337597 1.425528 -0.288818 -0.028 2.202 -2.161
H 3.656603 -0.024539 -0.507354 -1.727 2.994 2.244
H 3.056599 1.837501 0.734390 0.614 -2.518 -1.369
H -0.277999 -1.703467 1.396727 -0.242 1.310 -0.720
H -2.623681 -2.102426 0.202586 1.497 0.782 0.243
H -1.938609 -1.124225 -1.137985 0.135 -0.226 -1.010
H -1.900566 0.426358 1.639580 0.097 -1.800 -1.921
```
Positions in Å, forces in eV/Å.

The HOMO energy comes out at -8.63 eV. The spin multiplicity is 1. Its SMILES is C=NS[C@@H]1C[C@@H]1Cl. The frontier orbital gap is 9.538 eV.

Record 4
Entry from OMol25: a gas-phase ion, C3H5O2 (charge -1) in a non-equilibrium geometry (ωB97M-V with the def2-TZVPD basis set).

Structure (XYZ):
```
10
Properties=species:S:1:pos:R:3:forces:R:3
C 0.535120 -0.937340 -1.406131 -0.441 -0.735 -0.774
C -0.461003 0.100816 -0.946228 -0.405 0.723 0.754
C -0.083145 0.289457 0.586135 -3.338 -1.184 0.075
O -0.652930 -0.533907 1.396037 1.268 0.986 -1.109
O 0.618107 1.267191 0.802202 1.313 0.842 0.689
H 1.483480 -0.499388 -1.060965 0.189 -0.740 -0.473
H 0.294386 -1.918462 -0.850869 0.595 1.445 -0.942
H 0.509920 -1.086289 -2.536077 0.297 -0.059 1.312
H -1.495440 -0.173929 -1.094646 -0.395 -0.748 0.330
H -0.459604 1.094190 -1.446020 0.918 -0.531 0.138
```
Positions in Å, forces in eV/Å.

The HOMO energy comes out at -3.63 eV. The spin multiplicity is 1. The total charge is -1. Its SMILES is CCC(=O)[O-]. The frontier orbital gap is 8.135 eV.

- What is the formula in the first record?
  C33H46As3ClFNO3SY

- Among the records above, which one has the lowest frontier orbital gap?
  C15H22O12

- frontier orbital gap of number 2 (C15H22O12)?
  7.833 eV

- Which of these has the lowest frontier orbital gap?
  C15H22O12